The following is a quantum chemistry calculation of a 2-piece molecular cluster, C5H12NO2 overall in a non-equilibrium geometry, from the OMol25 dataset.

Atoms and positions in Å:
C 2.514 0.278 -0.235
N 2.637 -1.186 -0.280
C 1.397 -1.813 0.205
O 0.264 -1.460 -0.444
H 1.663 0.665 -0.802
H 3.435 0.744 -0.592
H 2.386 0.554 0.816
H 2.728 -1.420 -1.260
H 1.353 -1.567 1.289
H 1.584 -2.902 0.141
C -2.129 0.551 -0.785
O -0.932 0.453 -1.543
C -1.875 0.712 0.685
C -2.506 1.633 1.417
H -2.742 -0.353 -0.953
H -2.720 1.382 -1.184
H -0.376 -0.308 -1.054
H -1.125 0.043 1.091
H -2.316 1.683 2.485
H -3.240 2.313 1.002

Kohn-Sham gap in eV: 7.52
Charge: -1
DFT total energy in Ha: -402.92062
Energy relative to the best compared isomer or geometry (same formula, charge and spin) in eV: 2.9615

Löwdin population analysis, charges in e, atoms 1 to 6: number 1, C, carries -0.1628; number 2, N, carries -0.1349; number 3, C, carries -0.5056; number 4, O, carries -0.2943; number 5, H, carries 0.0581; number 6, H, carries 0.0538